The ion C2H5NO2 with charge +1 in a non-equilibrium geometry, computed with ωB97M-V/def2-TZVPD.

Structure (XYZ):
```
10
Properties=species:S:1:pos:R:3:forces:R:3:lowdin_spin:R:1
O 1.831955 0.352519 0.143386 -0.1863 -0.9032 1.3069 -0.0013
C 0.757067 0.497450 -0.325097 -1.3907 1.2990 -2.6917 0.0005
O 0.473689 1.478611 -1.232808 0.8283 -0.0442 1.6564 0.0131
C -0.561177 -0.324110 -0.220913 2.2576 -0.7854 0.7223 0.1111
N -0.418600 -1.216726 0.920311 -1.7140 2.1874 0.1477 0.7659
H 1.205723 2.112046 -1.035814 -0.4651 -0.0468 -0.9438 0.0001
H -0.708719 -0.854834 -1.171249 -0.1569 -0.0755 0.1147 0.0295
H -1.438262 0.308224 -0.040922 -0.2000 0.0047 0.0038 0.0441
H 0.176916 -0.826922 1.661446 0.7606 -0.7389 -0.1695 0.0197
H -1.318590 -1.526257 1.301657 0.2665 -0.8972 -0.1466 0.0173
```
Forces are in eV/Å.

Spin multiplicity: 2
Lowest unoccupied orbital energy (alpha / beta) (eV): -4.081 / -9.671
⟨S²⟩: 0.754
Net charge: +1
Energy relative to the best compared isomer or geometry (same formula, charge and spin) (kJ/mol): 49.9
HOMO level (alpha / beta) (eV): -16.250 / -16.235
Kohn-Sham gap (alpha / beta) (eV): 12.2 / 6.6


A cluster of 3 separate species, C2H5NO2S in total in a non-equilibrium geometry, computed with ωB97M-V/def2-TZVPD.

Structure (XYZ):
```
11
Properties=species:S:1:pos:R:3:forces:R:3:mulliken_charge:R:1
C 1.849899 -0.191369 0.093720 3.4091 -1.8637 -0.1110 -0.6089
C -0.467035 -0.012197 0.016264 -1.7854 -0.6360 2.0758 0.8964
H 1.643360 -1.297186 0.102542 -0.0740 1.1668 0.3548 0.2931
H 2.157186 0.181466 1.079864 0.0150 -0.4939 -0.1845 0.2689
H 2.930925 -0.181950 -0.582251 -3.6430 0.8830 1.1398 0.2270
H -1.237496 0.860252 -1.973050 -0.4255 0.2084 4.8946 0.3205
H -2.261905 0.074920 1.444295 -2.1864 -0.6075 -3.0280 0.1775
N -1.465347 0.826971 -0.391386 -0.2030 0.7522 -7.1831 -0.5469
O 0.699915 0.549104 -0.258391 1.0904 -0.7345 -1.0509 -0.2752
O -0.815885 -0.927896 0.786296 2.7725 0.8170 -0.8118 -0.5946
S -3.033617 0.117887 -0.317903 1.0303 0.5083 3.9044 -0.1578
```
Forces are in eV/Å.

Lowest unoccupied orbital energy (eV): -0.849
Net charge: 0
Energy relative to the best compared isomer or geometry (same formula, charge and spin) (kJ/mol): 646.2
HOMO level (eV): -8.663
Kohn-Sham gap (eV): 7.8


An isolated molecule of C2H5NO2S in a non-equilibrium geometry, computed with ωB97M-V/def2-TZVPD.

Structure (XYZ):
```
11
Properties=species:S:1:pos:R:3:forces:R:3:mulliken_charge:R:1
C 0.750835 -0.640348 0.270349 3.8544 1.0612 2.8264 -0.7389
N 0.381749 0.713573 0.437233 -1.0959 0.6463 -0.3158 -0.1064
C -0.901105 1.190598 -0.112351 2.9445 4.1953 2.1211 -0.5282
S 0.775433 2.117968 -0.350344 -2.7398 -2.4510 -1.0652 0.8696
O 1.220823 3.185499 0.469576 0.1717 0.4421 0.8228 -0.5406
O 1.305277 2.002707 -1.693358 -0.0431 -0.2948 0.5471 -0.5544
H 1.854285 -0.409534 0.223355 -0.4809 -1.7525 0.5049 0.2502
H 0.440431 -1.278371 1.122024 0.3995 0.5503 -0.2611 0.2698
H 0.553333 -1.131199 -0.593352 -1.2269 -1.0100 -3.0404 0.4001
H -1.230438 0.891566 -1.043040 -0.9662 -0.9754 -1.6545 0.4065
H -1.466400 1.676621 0.675954 -0.8173 -0.4117 -0.4853 0.2723
```
Forces are in eV/Å.

Lowest unoccupied orbital energy (eV): 0.337
Net charge: 0
Energy relative to the best compared isomer or geometry (same formula, charge and spin) (kJ/mol): 376.2
HOMO level (eV): -9.722
Kohn-Sham gap (eV): 10.1


A cluster of 2 separate species, C2H5NO2S in total in a non-equilibrium geometry, computed with ωB97M-V/def2-TZVPD.

Structure (XYZ):
```
11
Properties=species:S:1:pos:R:3:forces:R:3:mulliken_charge:R:1
C -0.377496 -0.248016 -0.969588 4.5822 -0.0756 -1.5870 0.4210
C -2.357519 -0.221124 0.107176 0.8524 -2.7523 3.2291 -0.6059
N 2.903747 0.747188 0.765101 0.1282 -0.3753 -1.1603 -0.5087
O -0.660990 -0.400143 -2.098709 -0.7524 0.0320 0.1100 -0.3559
O -0.840761 -0.202457 0.180732 -2.3458 -0.0151 1.3403 -0.1764
S 2.356946 -0.312284 -0.482833 -0.9929 0.3453 0.2096 -0.1124
H -2.567108 -0.301546 -0.907919 -1.0010 0.1209 -1.4812 0.3772
H -2.622595 0.634593 0.653227 -0.6925 1.2908 0.1451 0.2287
H -2.711670 -1.135921 0.737381 0.7318 1.5074 -1.4115 0.2083
H 3.132408 0.215388 1.583717 0.0168 -0.1460 0.4145 0.2554
H 3.745034 1.224322 0.431711 -0.5267 0.0680 0.1915 0.2687
```
Forces are in eV/Å.

Lowest unoccupied orbital energy (alpha / beta) (eV): -0.453 / 0.159
Net charge: 0
Energy relative to the best compared isomer or geometry (same formula, charge and spin) (kJ/mol): 348.3
HOMO level (alpha / beta) (eV): -7.617 / -8.088
Kohn-Sham gap (alpha / beta) (eV): 7.2 / 8.2


An isolated molecule of C2H5NO2S in a non-equilibrium geometry, computed with ωB97M-V/def2-TZVPD.

Structure (XYZ):
```
11
Properties=species:S:1:pos:R:3:forces:R:3:mulliken_charge:R:1
C 1.364026 -0.504668 0.242026 1.7711 0.1205 0.2164 -1.1542
C 0.226661 0.407585 0.169909 -0.7853 0.9595 0.2761 0.2699
N -0.554040 0.274309 -1.145016 0.1607 -2.3865 2.1224 -0.4929
S -1.445030 -0.029340 0.228901 -1.9084 -0.7805 -1.6874 0.8852
O -2.411241 0.925844 0.693672 0.8963 0.7628 0.0863 -0.5666
O -1.942616 -1.366440 0.137128 0.8248 -0.6434 0.7195 -0.5678
H 1.198947 -1.545907 0.147706 -1.1248 -1.0045 -0.2433 0.3577
H 1.909859 -0.437005 1.172882 0.2606 0.4590 0.2317 0.3403
H 2.029640 -0.296312 -0.601846 0.1116 0.3267 0.2072 0.2757
H 0.298172 1.464827 0.536663 0.3771 -1.0448 -0.2864 0.3831
H -0.674375 1.107106 -1.582023 -0.5838 3.2313 -1.6423 0.2696
```
Forces are in eV/Å.

Lowest unoccupied orbital energy (eV): 0.584
Net charge: 0
Energy relative to the best compared isomer or geometry (same formula, charge and spin) (kJ/mol): 266.5
HOMO level (eV): -10.674
Kohn-Sham gap (eV): 11.3


An isolated molecule of C2H5NO2S in a non-equilibrium geometry, computed with ωB97M-V/def2-TZVPD.

Structure (XYZ):
```
11
Properties=species:S:1:pos:R:3:forces:R:3:mulliken_charge:R:1
C 0.143200 0.435774 -0.064017 1.0609 -2.0751 0.2041 0.7586
C 1.391993 -0.200082 -0.671872 -0.5916 1.2728 0.0928 -1.1987
N -0.701770 -0.445779 0.252291 -1.1404 0.3285 -0.4815 -0.4086
O -2.291033 -2.068420 1.181336 -0.3989 -2.7588 1.6469 -0.4766
O 0.156243 1.773922 0.031511 -2.0743 -0.2646 0.5533 -0.4775
S -2.362137 -0.794245 0.580346 1.7976 4.6091 -0.8611 0.3236
H 0.950137 2.085561 -0.362229 1.1132 0.5161 -0.4718 0.3214
H 1.655787 -1.107983 -0.207329 -0.3748 -1.2915 0.3431 0.3080
H 2.287605 0.361891 -0.586036 0.8029 1.1447 -0.1412 0.4460
H 1.110606 -0.310401 -1.701793 0.3162 -0.4275 -0.6627 0.2761
H -2.340630 0.269762 1.547793 -0.5108 -1.0536 -0.2218 0.1279
```
Forces are in eV/Å.

Lowest unoccupied orbital energy (eV): 0.433
Net charge: 0
Energy relative to the best compared isomer or geometry (same formula, charge and spin) (kJ/mol): 255.8
HOMO level (eV): -9.345
Kohn-Sham gap (eV): 9.8


An isolated molecule of C2H5NO2S in a non-equilibrium geometry, computed with ωB97M-V/def2-TZVPD.

Structure (XYZ):
```
11
Properties=species:S:1:pos:R:3:forces:R:3:mulliken_charge:R:1
C 1.899427 0.132978 -0.214205 2.9883 1.6719 0.4650 -0.8265
C 0.468591 0.279309 -0.276905 -2.5093 -0.4586 0.2991 0.0736
N -0.227284 -0.471420 0.490298 -1.1290 -0.7655 -0.1363 -0.4455
S -1.939247 -0.401179 0.329415 0.2938 6.8518 -3.3452 0.7731
O -2.558046 -1.668231 0.233142 -0.0476 -0.8271 -0.0601 -0.4818
O -2.284398 0.783041 -0.836987 1.2848 -4.9670 5.2064 -0.6031
H 2.271339 -0.768524 -0.746569 -0.3314 0.8493 -0.3399 0.2595
H 2.203168 -0.137162 0.845437 -0.3413 0.7522 -1.0786 0.2783
H 2.388854 1.162803 -0.580127 -0.6340 -2.6310 0.7865 0.2553
H -0.114272 0.979658 -0.898421 0.6526 -0.1205 -0.2225 0.5160
H -2.108128 0.108723 1.654925 -0.2268 -0.3554 -1.5744 0.2011
```
Forces are in eV/Å.

Lowest unoccupied orbital energy (eV): 0.100
Net charge: 0
Energy relative to the best compared isomer or geometry (same formula, charge and spin) (kJ/mol): 333.9
HOMO level (eV): -10.587
Kohn-Sham gap (eV): 10.7


An isolated molecule of C2H5NO2S in a non-equilibrium geometry, computed with ωB97M-V/def2-TZVPD.

Structure (XYZ):
```
11
Properties=species:S:1:pos:R:3:forces:R:3:mulliken_charge:R:1
C 1.275800 -0.609819 -0.559573 -1.7058 -0.9744 -1.7369 -1.0437
C 0.233263 0.377749 -0.060427 -0.7203 -1.3230 -0.9468 0.1359
N -1.264627 -0.023131 -0.428429 1.1240 0.9009 -0.5478 -0.3926
S -1.057873 0.343592 1.146961 1.3792 -0.6202 -1.5695 0.8412
O -1.275503 1.613507 1.728700 -0.6571 1.2964 -0.0984 -0.5561
O -1.325423 -0.793626 1.933281 -0.1277 -1.2392 0.9110 -0.5324
H 0.803230 -1.638283 -0.432704 1.1819 1.1054 -0.3450 0.3006
H 2.198610 -0.479243 -0.071677 1.0459 -0.1569 1.1289 0.3253
H 1.593862 -0.395494 -1.677495 -1.2464 -0.4499 1.9798 0.2591
H 0.577731 1.363226 -0.279932 -0.5054 1.0563 0.0085 0.3814
H -1.759070 0.241523 -1.298705 0.2316 0.4046 1.2163 0.2814
```
Forces are in eV/Å.

Lowest unoccupied orbital energy (eV): 0.612
Net charge: 0
Energy relative to the best compared isomer or geometry (same formula, charge and spin) (kJ/mol): 304.3
HOMO level (eV): -10.578
Kohn-Sham gap (eV): 11.2


An isolated molecule of C2H5NO2S in a non-equilibrium geometry, computed with ωB97M-V/def2-TZVPD.

Structure (XYZ):
```
11
Properties=species:S:1:pos:R:3:forces:R:3:mulliken_charge:R:1
O 1.348473 -0.025997 3.241869 -0.1071 -0.2534 -0.6530 -0.4395
C 1.374942 0.151760 2.069189 -2.2798 -1.3719 -2.0795 0.6687
S 2.434939 1.275407 1.263877 0.9090 0.7650 -1.2551 -0.2057
C 0.293233 -0.292368 0.696862 -0.7704 -0.7041 -0.0639 -0.8905
N -0.978122 -1.257135 0.212749 0.2453 4.6257 3.6984 -0.3593
O -0.968274 -1.164956 -1.140536 0.3418 0.1104 -1.4467 -0.3943
H 2.047996 1.125614 -0.087309 0.3329 0.0157 1.7676 0.2007
H -0.096029 0.712540 0.638927 -0.3754 0.2019 -0.4109 0.3476
H 0.868266 -0.543102 -0.195390 0.8638 0.5300 0.4885 0.4386
H -0.658154 -2.098758 0.499902 0.9548 -3.7312 0.3123 0.2753
H -1.537041 -0.399701 -1.280127 -0.1150 -0.1881 -0.3578 0.3585
```
Forces are in eV/Å.

Lowest unoccupied orbital energy (eV): 0.414
Net charge: 0
Energy relative to the best compared isomer or geometry (same formula, charge and spin) (kJ/mol): 442.9
HOMO level (eV): -9.314
Kohn-Sham gap (eV): 9.7


A cluster of 2 separate species, C2H5NO3 in total in a non-equilibrium geometry, computed with ωB97M-V/def2-TZVPD.

Structure (XYZ):
```
11
Properties=species:S:1:pos:R:3:forces:R:3:mulliken_charge:R:1
N -1.576602 0.696726 -0.117214 0.1279 0.5085 0.8041 -0.2841
C -0.760274 0.987799 0.915988 1.0984 -0.7727 -0.6372 0.0361
O -0.518577 0.215394 1.830549 -0.3060 0.3384 0.0161 -0.5749
H -2.094287 -0.163393 -0.048848 -0.2902 0.0466 -0.2445 0.2324
H -1.816006 1.452032 -0.729643 -0.2713 -0.2047 -0.3801 0.2224
H -0.075496 1.833899 0.705963 -0.6515 0.4100 0.3272 0.3328
O 0.507078 -1.937366 -0.929774 -0.0490 0.1890 0.0448 -0.4822
C 1.478340 -1.232920 -0.838616 -0.7312 -0.5756 -0.1373 0.1802
O 1.705238 -0.368340 0.137920 0.1801 0.5486 -0.1234 -0.3873
H 2.259318 -1.255973 -1.597418 0.4513 0.1692 0.1121 0.3599
H 0.891269 -0.227854 0.671091 0.4415 -0.6573 0.2180 0.3646
```
Forces are in eV/Å.

Lowest unoccupied orbital energy (eV): 0.743
Net charge: 0
Energy relative to the best compared isomer or geometry (same formula, charge and spin) (kJ/mol): 31.7
HOMO level (eV): -10.561
Kohn-Sham gap (eV): 11.3